Entry 1:
16
Properties=species:S:1:pos:R:3:forces:R:3:mulliken_charge:R:1 method="wB97M-V/def2-TZVPD" homo_lumo_gap_ev=8.806 e_tot_ha=-288.77236 e_above_lowest_ev=0.2635 e_homo_ev=-7.755 multiplicity=1 smiles=Cc1cc[nH]c1C
C -0.794 1.193 1.412 0.0 0.1 0.1 -1.29
C -0.285 0.679 0.092 0.1 -0.2 0.0 1.03
C -0.243 1.330 -1.181 0.1 0.0 0.0 -0.73
C 0.184 0.398 -2.115 -0.1 0.0 0.1 -0.52
N 0.431 -0.763 -1.432 0.0 -0.1 0.1 0.00
C 0.172 -0.602 -0.101 0.0 0.1 0.1 -0.06
C 0.606 -1.628 0.881 0.0 -0.1 0.2 -1.25
H -0.899 2.282 1.449 0.1 -0.1 -0.1 0.33
H -0.135 0.899 2.236 0.0 0.1 -0.1 0.32
H -1.783 0.771 1.638 0.2 0.1 -0.1 0.26
H -0.407 2.400 -1.271 -0.2 -0.4 -0.5 0.37
H 0.331 0.348 -3.191 -0.1 0.6 0.3 0.39
H 0.626 -1.661 -1.841 0.1 0.2 -0.1 0.22
H 0.298 -1.328 1.885 0.0 -0.2 -0.1 0.30
H 1.704 -1.699 0.871 -0.2 -0.1 0.1 0.28
H 0.195 -2.621 0.668 0.0 0.1 0.1 0.33

=====

Entry 2:
16
Properties=species:S:1:pos:R:3:forces:R:3:mulliken_charge:R:1 method="wB97M-V/def2-TZVPD" homo_lumo_gap_ev="7.995 / 7.960" e_tot_ha=-288.57518 e_above_lowest_ev=5.6289 e_homo_ev="-7.310 / -7.411" multiplicity=1
C -0.478 -0.794 -1.758 0.0 0.0 0.0 -1.53
C -0.238 -0.006 -0.490 -0.1 -0.1 -0.3 0.85
C -0.521 -0.627 0.919 -0.2 0.0 0.1 -0.43
C 0.564 0.286 1.431 0.3 -0.5 0.1 -0.80
C 1.207 0.242 0.068 0.1 0.2 -0.1 -0.43
C -0.894 1.387 -0.410 0.3 0.1 0.7 -0.39
N -0.642 1.932 0.660 -0.2 0.0 -0.3 -0.23
H -0.128 -0.241 -2.635 0.0 0.0 0.1 0.36
H -1.548 -0.988 -1.893 0.1 0.0 0.0 0.35
H 0.043 -1.756 -1.727 -0.1 0.1 0.0 0.35
H -0.208 -1.680 0.873 0.1 0.2 0.1 0.30
H -1.520 -0.569 1.360 0.1 0.0 -0.2 0.26
H -0.274 2.140 1.581 -0.1 0.0 -0.1 0.35
H 1.060 0.248 2.401 -0.1 0.2 -0.1 0.43
H 1.793 1.102 -0.270 -0.1 -0.1 -0.1 0.26
H 1.783 -0.677 -0.108 -0.1 0.1 0.2 0.30